Record 1
C2H4LaLiO2 | ωB97M-V with the def2-TZVPD basis set

Values from the calculation:
* HOMO-LUMO gap (alpha / beta): 0.2083 / 0.1499 Ha
* total charge: +1
* LUMO (alpha / beta): -4.25 / -5.78 eV
* multiplicity: 2
* HOMO energy (alpha / beta): -9.92 / -9.86 eV

Atoms and positions in Å:
O1 -0.879 1.783 -0.805
C1 -0.148 -0.737 -0.933
C2 0.025 -0.967 0.416
O2 0.781 -0.113 1.162
H1 -1.145 1.977 -1.703
H2 0.684 -0.250 -1.461
H3 -0.855 -1.368 -1.477
H4 -0.193 -1.966 0.816
La1 1.097 -0.012 3.815
Li1 0.634 1.654 0.171

Record 2
C25H28O8 | ωB97M-V with the def2-TZVPD basis set

Values from the calculation:
* HOMO-LUMO gap: 0.3321 Ha
* total charge: 0
* LUMO: 0.12 eV
* multiplicity: 1
* energy relative to the best compared isomer or geometry (same formula, charge and spin): 10.7 kJ/mol
* SMILES: CCCCCc1c2c(cc(O)c1C(=O)O)OC(=O)c1c(cc(OC)cc1C(=O)CCCC)O2
* HOMO energy: -8.92 eV

Atoms and positions in Å:
C1 3.036 5.040 -0.548
C2 2.524 3.609 -0.653
C3 3.660 2.622 -0.919
C4 3.174 1.204 -1.212
H1 4.023 0.593 -1.528
H2 2.454 1.228 -2.031
C5 2.524 0.542 0.012
C6 2.035 -0.833 -0.333
C7 0.836 -0.912 -1.041
C8 0.311 -2.148 -1.415
C9 1.019 -3.302 -1.127
C10 2.245 -3.252 -0.475
C11 2.758 -2.007 -0.051
C12 4.010 -1.939 0.730
O1 4.295 -1.126 1.571
O2 4.884 -2.942 0.446
H3 5.683 -2.831 0.986
O3 2.842 -4.433 -0.261
H4 3.740 -4.302 0.083
H5 0.629 -4.257 -1.436
O4 -0.840 -2.321 -2.136
C13 -1.990 -1.621 -1.984
O5 -2.934 -1.965 -2.646
C14 -2.074 -0.479 -1.049
C15 -1.057 0.468 -0.903
C16 -1.300 1.696 -0.299
C17 -2.564 2.003 0.189
C18 -3.570 1.034 0.108
C19 -3.334 -0.184 -0.494
C20 -4.456 -1.178 -0.482
O6 -5.572 -0.861 -0.803
C21 -4.140 -2.537 0.106
C22 -4.069 -2.482 1.641
C23 -2.801 -1.846 2.213
C24 -1.532 -2.630 1.893
H6 -1.329 -2.643 0.825
H7 -0.675 -2.178 2.386
H8 -1.623 -3.659 2.235
H9 -2.698 -0.823 1.849
H10 -2.914 -1.797 3.298
H11 -4.139 -3.507 2.014
H12 -4.940 -1.937 2.011
H13 -3.209 -2.934 -0.290
H14 -4.953 -3.205 -0.183
H15 -4.543 1.255 0.516
O7 -2.902 3.171 0.766
C25 -1.936 4.196 0.848
H16 -1.576 4.486 -0.143
H17 -1.088 3.897 1.473
H18 -2.443 5.041 1.310
H19 -0.481 2.394 -0.253
O8 0.215 0.281 -1.375
H20 3.237 0.509 0.830
H21 1.667 1.138 0.323
H22 4.231 2.975 -1.782
H23 4.335 2.606 -0.060
H24 1.795 3.541 -1.465
H25 2.020 3.347 0.280
H26 2.218 5.729 -0.348
H27 3.518 5.342 -1.475
H28 3.762 5.126 0.257

Record 3
C3H7N2S2 | ωB97M-V with the def2-TZVPD basis set

Values from the calculation:
* HOMO-LUMO gap: 0.3519 Ha
* total charge: +1
* LUMO: -4.09 eV
* multiplicity: 1
* energy relative to the best compared isomer or geometry (same formula, charge and spin): 117.9 kJ/mol
* SMILES: SC1(S)C[NH+]=CN1
* HOMO energy: -13.67 eV

Atoms and positions in Å:
C1 -0.739 1.471 -0.644
C2 0.231 0.134 1.028
C3 0.175 -0.721 -0.347
N1 -0.488 0.331 -1.230
N2 -0.320 1.405 0.629
S1 -0.955 -2.124 -0.100
S2 1.900 -0.977 -0.829
H1 -0.963 2.405 -1.123
H2 -0.514 -0.436 1.711
H3 1.205 0.180 1.488
H4 -0.405 0.020 -2.165
H5 -0.039 2.262 1.111
H6 -0.117 -2.530 0.886
H7 1.909 -2.247 -1.038

Record 4
C6H10N2 | ωB97M-V with the def2-TZVPD basis set

Values from the calculation:
* HOMO-LUMO gap: 0.3091 Ha
* total charge: 0
* LUMO: 0.79 eV
* multiplicity: 1
* energy relative to the best compared isomer or geometry (same formula, charge and spin): 822.6 kJ/mol
* HOMO energy: -7.62 eV

Atoms and positions in Å:
C1 -1.758 -1.103 -0.166
C2 -0.506 -0.501 0.551
C3 0.860 -0.652 -0.321
C4 2.371 -0.217 -0.214
C5 1.347 0.650 0.477
C6 -0.757 0.858 0.188
H1 -2.313 -0.694 -1.110
H2 -2.535 -1.095 0.722
H3 -1.563 -2.300 -0.487
H4 -0.499 -1.152 1.747
H5 0.552 -0.648 -1.370
H6 2.824 -0.268 -1.269
H7 2.922 -0.920 0.463
H8 1.376 0.293 1.588
H9 0.839 2.660 -0.249
H10 -1.843 2.253 -0.277
N1 0.541 1.524 -0.123
N2 -1.859 1.312 -0.150

Record 5
C28H32N11OReS | ωB97M-V with the def2-TZVPD basis set

Values from the calculation:
* HOMO-LUMO gap (alpha / beta): 0.1160 / 0.1222 Ha
* total charge: +3
* LUMO (alpha / beta): -11.67 / -11.50 eV
* multiplicity: 4
* energy relative to the best compared isomer or geometry (same formula, charge and spin): 162.3 kJ/mol
* HOMO energy (alpha / beta): -14.82 / -14.82 eV

Atoms and positions in Å:
Re1 -1.228 -1.726 -1.557
C1 -2.179 -0.181 3.834
N1 -1.714 -0.224 2.388
C2 -1.478 -1.247 1.550
N2 -1.330 -0.792 0.319
C3 -1.407 0.581 0.470
N3 -1.674 0.993 1.664
C4 -1.254 0.656 4.701
C5 -1.679 0.963 6.013
C6 -0.817 1.780 6.806
C7 0.397 2.202 6.381
C8 0.808 1.799 5.121
C9 0.047 1.025 4.272
C10 1.946 2.369 4.463
N4 2.575 3.482 4.695
N5 3.604 3.619 3.681
C11 3.415 2.626 2.848
O1 2.393 1.699 3.301
C12 4.037 2.405 1.545
C13 4.906 3.355 0.964
C14 5.548 2.964 -0.171
C15 5.335 1.729 -0.794
C16 4.331 0.893 -0.310
C17 4.244 -0.400 -1.104
N6 2.909 -1.038 -1.298
C18 1.650 -0.606 -0.995
N7 0.840 -1.519 -1.583
C19 1.635 -2.419 -2.204
N8 2.870 -2.210 -2.085
C20 3.731 1.157 0.932
H1 -2.198 -1.204 4.266
H2 -3.178 0.299 3.777
H3 -1.317 -2.259 1.869
H4 -1.359 1.253 -0.407
H5 -2.593 0.527 6.385
H6 -1.201 2.070 7.761
H7 1.088 2.846 6.857
H8 0.466 0.676 3.338
H9 5.098 4.319 1.515
H10 6.310 3.660 -0.563
H11 5.841 1.457 -1.703
H12 4.950 -1.158 -0.779
H13 4.535 -0.055 -2.121
H14 1.290 0.225 -0.445
H15 1.161 -3.273 -2.715
H16 3.143 0.422 1.429
C21 -1.900 4.241 -3.688
C22 -2.011 3.153 -2.638
C23 -1.726 1.777 -3.128
N9 -2.075 0.749 -2.424
N10 -1.582 -0.472 -3.027
C24 -1.219 -0.237 -4.321
N11 -1.179 -1.241 -5.233
S1 -0.800 1.488 -4.593
H17 -1.806 5.198 -3.171
H18 -2.765 4.371 -4.318
H19 -0.996 4.197 -4.310
H20 -3.053 3.142 -2.299
H21 -1.359 3.304 -1.801
H22 -1.182 -2.223 -4.883
H23 -0.879 -1.018 -6.184
C25 -3.928 -5.063 -3.037
C26 -2.688 -4.472 -2.318
C27 -2.391 -5.345 -1.060
C28 -2.828 -3.037 -1.842
H24 -3.705 -6.102 -3.252
H25 -4.177 -4.466 -3.937
H26 -4.760 -4.991 -2.323
H27 -1.889 -4.542 -3.043
H28 -3.244 -5.341 -0.350
H29 -1.449 -5.011 -0.545
H30 -2.251 -6.394 -1.340
H31 -3.186 -3.020 -0.798
H32 -3.467 -2.387 -2.447

Record 6
C6H14N2O2 | ωB97M-V with the def2-TZVPD basis set

Values from the calculation:
* HOMO-LUMO gap: 0.3605 Ha
* total charge: 0
* LUMO: 0.55 eV
* multiplicity: 1
* energy relative to the best compared isomer or geometry (same formula, charge and spin): 223.7 kJ/mol
* SMILES: CNC(C)=O.CNC(C)=O
* HOMO energy: -9.26 eV

Atoms and positions in Å:
C1 2.235 -0.832 2.150
C2 1.994 -0.275 -1.553
C3 1.703 -0.404 0.845
O1 0.797 0.402 0.582
N1 2.350 -0.943 -0.315
H1 2.935 -0.285 2.653
H2 3.202 -1.434 -0.221
H3 2.375 -0.841 -2.360
H4 1.583 -1.088 2.969
H5 2.862 -1.745 1.835
H6 0.901 -0.012 -1.734
H7 2.551 0.658 -1.732
C4 -1.309 2.308 -0.398
C5 -2.959 -1.139 -0.258
C6 -2.765 0.373 0.050
O2 -3.524 1.134 0.631
N2 -1.634 0.794 -0.662
H8 -0.804 0.199 -0.474
H9 -0.253 2.250 -0.251
H10 -3.646 -1.413 -1.148
H11 -1.535 2.850 -1.322
H12 -1.933 2.626 0.521
H13 -1.981 -1.499 -0.553
H14 -3.144 -1.684 0.746

| no. | energy (Eh) |
| --- | --- |
| 1 | -267.806069 |
| 2 | -1571.398270 |
| 3 | -1024.118103 |
| 4 | -343.823417 |
| 5 | -2239.018639 |
| 6 | -496.972346 |